# 1
The following is a quantum chemistry calculation of C27H28F5N2O5PbS5 as an isolated structure, from the Open Molecules 2025 dataset.

Summary:
relative energy (zero: lowest compared OMol25 entry of this formula, charge and spin): 44.1 kcal/mol
E_LUMO: 2.23 eV

Structure (ORCA input):
```
! wB97M-V def2-TZVPD RIJCOSX def2/J DEFGRID3
* xyz -1 1
Pb 0.609 0.977 -1.422
C -1.545 3.430 0.520
C -2.198 2.084 0.859
S -1.123 0.632 1.048
C -0.342 0.900 2.672
C 0.688 2.001 2.953
S 2.452 1.628 2.705
C 3.352 3.283 0.637
C 3.754 3.510 -0.827
S 2.518 3.374 -2.163
C 1.458 4.829 -1.945
C 0.398 4.778 -0.847
S -0.955 3.610 -1.195
H -0.674 3.592 1.143
H -2.272 4.223 0.706
H -2.921 1.787 0.096
H -2.739 2.196 1.803
H 0.092 -0.078 2.899
H -1.191 1.030 3.349
H 0.691 2.189 4.029
H 0.489 2.935 2.440
H 4.268 3.220 1.228
H 2.778 4.129 1.019
H 4.489 2.758 -1.122
H 4.221 4.489 -0.947
H 0.998 4.976 -2.925
H 2.110 5.685 -1.759
H -0.035 5.773 -0.727
H 0.847 4.449 0.086
O 4.351 0.453 0.791
C 3.334 0.823 0.202
O 2.887 0.383 -0.907
C 2.519 2.011 0.829
O 3.148 2.733 3.464
O 1.260 2.177 0.374
C -0.925 -5.233 1.662
N -1.111 -3.911 1.085
N 0.031 -3.143 0.858
C -0.148 -2.391 -0.305
O 0.687 -1.594 -0.731
C -1.440 -2.768 -0.817
C -1.953 -3.695 0.020
C -3.221 -4.468 -0.100
C 0.836 -2.756 1.964
C 0.312 -2.805 3.254
C 1.100 -2.420 4.330
C 2.389 -1.952 4.119
C 2.887 -1.867 2.826
C 2.124 -2.282 1.743
H -0.075 -5.207 2.335
H -0.741 -5.992 0.895
H -1.809 -5.506 2.235
H -1.913 -2.308 -1.674
H -3.768 -4.120 -0.974
H -3.847 -4.336 0.785
H -3.026 -5.537 -0.218
H -0.711 -3.128 3.407
H 0.689 -2.459 5.332
H 2.991 -1.616 4.954
H 3.861 -1.436 2.640
H 2.497 -2.178 0.732
F -2.947 -2.220 -7.430
C -2.874 -1.622 -6.230
C -3.397 -2.227 -5.107
F -3.990 -3.429 -5.222
C -3.310 -1.603 -3.876
F -3.847 -2.258 -2.829
C -2.708 -0.358 -3.684
S -2.615 0.434 -2.140
C -2.180 0.206 -4.849
F -1.563 1.397 -4.793
C -2.260 -0.393 -6.091
F -1.743 0.210 -7.174
*
```

Löwdin population analysis, charges in e, atoms 1 to 8: 1.238, -0.493, -0.515, 0.820, -0.450, -0.363, 0.999, -0.187


# 2
The following is a quantum chemistry calculation of a 2-piece molecular cluster, C4H9N3S overall at a distorted geometry, from the Open Molecules 2025 dataset.

Summary:
relative energy (zero: lowest compared OMol25 entry of this formula, charge and spin): 88.8 kcal/mol
E_LUMO: -8.95 eV

Structure (ORCA input):
```
! wB97M-V def2-TZVPD RIJCOSX def2/J DEFGRID3
* xyz 2 1
C 1.151 1.455 -1.276
C 1.382 0.769 -2.526
C -2.924 -1.680 0.605
C 0.247 -1.232 2.061
N -1.874 -1.199 1.045
N -0.793 -0.810 1.332
N 1.335 2.567 -0.571
S 0.582 -0.074 -1.048
H 0.950 1.114 -3.447
H 2.307 0.396 -2.870
H -2.927 -2.074 -0.366
H -3.870 -1.538 1.063
H 0.199 -2.323 2.486
H 0.445 -0.394 2.809
H 1.305 -1.183 1.468
H 1.481 3.397 -1.153
H 1.006 2.808 0.387
*
```

Löwdin population analysis, charges in e, atoms 1 to 8: -0.607, -0.182, 0.209, -0.085, 0.090, -0.009, 0.220, 1.108


# 3
The following is a quantum chemistry calculation of C11H16ClN3S as an isolated structure at a distorted geometry, from the Open Molecules 2025 dataset.

Summary:
relative energy (zero: lowest compared OMol25 entry of this formula, charge and spin): 292.0 kcal/mol
E_LUMO: 0.09 eV

Structure (ORCA input):
```
! wB97M-V def2-TZVPD RIJCOSX def2/J DEFGRID3
* xyz 0 1
C -2.967 -2.963 0.059
C -2.930 -1.734 0.422
C -2.981 -0.418 -0.485
N -1.875 0.270 -0.492
C -0.747 -0.574 -1.141
C 0.321 0.516 -1.125
N 0.627 1.195 0.205
C 1.472 0.563 0.860
C 2.836 0.406 0.383
C 3.660 1.199 -0.284
N 4.818 1.045 -0.570
C 5.037 -0.211 -0.200
Cl 6.642 -1.283 -0.401
S 3.852 -0.950 0.856
H 3.261 2.179 -0.761
H 1.005 -0.488 1.320
H 1.558 0.930 1.983
C -0.517 1.874 0.672
C -1.512 1.029 0.744
H -2.533 1.492 1.289
H -1.357 0.181 1.482
H -0.347 2.521 1.686
H -0.821 2.796 -0.070
H 1.202 0.140 -1.373
H 0.068 1.520 -2.157
H -0.951 -0.806 -1.967
H -0.443 -1.407 -0.328
H -3.922 0.303 -0.165
H -3.408 -0.849 -1.380
H -3.039 -1.570 1.562
H -2.951 -3.702 0.583
H -3.059 -3.205 -1.208
*
```

Löwdin population analysis, charges in e, atoms 1 to 8: -0.016, -0.178, -0.308, -0.166, -0.051, -0.090, -0.168, -0.397


Repeat the second record exactly.
The following is a quantum chemistry calculation of a 2-piece molecular cluster, C4H9N3S overall at a distorted geometry, from the Open Molecules 2025 dataset.

Summary:
relative energy (zero: lowest compared OMol25 entry of this formula, charge and spin): 88.8 kcal/mol
E_LUMO: -8.95 eV

Structure (ORCA input):
```
! wB97M-V def2-TZVPD RIJCOSX def2/J DEFGRID3
* xyz 2 1
C 1.151 1.455 -1.276
C 1.382 0.769 -2.526
C -2.924 -1.680 0.605
C 0.247 -1.232 2.061
N -1.874 -1.199 1.045
N -0.793 -0.810 1.332
N 1.335 2.567 -0.571
S 0.582 -0.074 -1.048
H 0.950 1.114 -3.447
H 2.307 0.396 -2.870
H -2.927 -2.074 -0.366
H -3.870 -1.538 1.063
H 0.199 -2.323 2.486
H 0.445 -0.394 2.809
H 1.305 -1.183 1.468
H 1.481 3.397 -1.153
H 1.006 2.808 0.387
*
```

Löwdin population analysis, charges in e, atoms 1 to 8: -0.607, -0.182, 0.209, -0.085, 0.090, -0.009, 0.220, 1.108